ORCA calculation (wB97M-V/def2-TZVPD) on a molecular structure, C28H37ClIrN2O5Si.

## Properties
<S²>: 0.755
Spin multiplicity: 2
Relative energy (zero: lowest compared OMol25 entry of this formula, charge and spin): 0.00 kcal/mol
Net charge: +2
Molar mass: 737.4 g/mol
Kohn-Sham gap (spin up / spin down): 6.69 / 5.74 eV
LUMO (spin up / spin down): -7.75 / -8.70 eV

Last column: Mulliken charge in e.
CARTESIAN COORDINATES (ANGSTROEM)
Ir1 0.5850 0.1285 0.1058  0.6739
Cl1 4.6814 -0.8921 5.9349  -0.1574
C1 3.9628 -0.7272 4.3863  0.0476
C2 4.7721 -0.6719 3.2461  -0.5728
C3 4.2129 -0.5393 1.9925  -0.3613
C4 2.8335 -0.4444 1.8506  0.6543
O1 2.3589 -0.3077 0.5955  -0.6147
C5 2.0049 -0.5093 2.9895  0.2929
C6 0.5836 -0.4742 2.9398  0.5891
N1 -0.1531 -0.2691 1.8918  0.1913
C7 -1.5843 -0.2863 1.9123  0.3125
C8 -2.3796 -0.2920 3.0266  -0.7927
C9 -3.7808 -0.3659 2.8875  -1.1285
C10 -4.3677 -0.4333 1.6547  -0.9229
C11 -3.5682 -0.4036 0.4883  1.3368
C12 -4.0796 -0.4531 -0.8279  -0.5788
C13 -3.2280 -0.3936 -1.9002  -0.8924
C14 -1.8552 -0.2637 -1.6746  0.0533
N2 -1.3478 -0.2334 -0.4521  0.0220
C15 -2.1766 -0.3139 0.6364  0.2548
C16 2.5969 -0.6592 4.2595  -1.2445
H1 5.8461 -0.7379 3.3572  0.4590
H2 4.8326 -0.5014 1.1072  0.4985
H3 0.0638 -0.6613 3.8741  0.3139
H4 -1.9631 -0.2390 4.0232  0.3914
H5 -4.3911 -0.3732 3.7795  0.4392
H6 -5.4431 -0.5038 1.5580  0.4785
H7 -5.1491 -0.5338 -0.9787  0.4887
H8 -3.5927 -0.4269 -2.9163  0.4785
H9 -1.1575 -0.1741 -2.4967  0.3475
H10 1.9722 -0.7187 5.1415  0.4597
C17 2.3868 3.1538 2.5252  -1.3126
C18 1.9810 4.3631 1.6941  1.8418
C19 0.6690 4.9509 2.1855  -1.5299
C20 3.0812 5.4081 1.6692  -1.7738
O2 1.8407 3.9048 0.3182  -0.1573
Si1 0.6427 3.2951 -0.5407  -0.3890
O3 0.0898 1.9027 0.3325  0.0615
O4 1.1461 2.7761 -1.9867  -0.2531
C21 2.2784 2.0334 -2.4543  1.6299
C22 1.8116 0.5891 -2.5737  -0.2975
C23 3.4796 2.1604 -1.5311  -1.3227
C24 2.6113 2.5486 -3.8479  -1.8306
O5 -0.6328 4.2412 -0.6459  -0.3752
C25 -1.9682 4.1787 -1.2053  1.6950
C26 -2.8358 3.3721 -0.2495  -1.1681
C27 -2.4456 5.6176 -1.2921  -1.8184
C28 -1.9166 3.5345 -2.5812  -1.3061
H11 2.5830 3.4505 3.5560  0.6104
H12 3.2929 2.6992 2.1192  0.3313
H13 1.5828 2.4126 2.5303  -0.0044
H14 0.7918 5.3239 3.2025  0.5256
H15 -0.1229 4.1970 2.1933  0.1266
H16 0.3542 5.7781 1.5503  0.3867
H17 3.2675 5.7840 2.6753  0.4100
H18 2.7931 6.2462 1.0355  0.4392
H19 4.0059 4.9798 1.2821  0.3620
H20 1.2464 0.2772 -1.6362  -0.4520
H21 2.6136 -0.1390 -2.6754  0.4921
H22 1.0651 0.4603 -3.3568  0.3765
H23 3.2725 1.7687 -0.5341  0.0134
H24 3.7637 3.2059 -1.4302  0.3489
H25 4.3212 1.6096 -1.9523  0.6058
H26 1.7279 2.5230 -4.4853  0.3853
H27 3.3980 1.9487 -4.3062  0.4108
H28 2.9604 3.5780 -3.7795  0.4482
H29 -2.8210 3.8156 0.7465  0.3217
H30 -2.4707 2.3438 -0.1774  0.0385
H31 -3.8671 3.3522 -0.6043  0.5382
H32 -2.4402 6.0784 -0.3046  0.3814
H33 -3.4602 5.6570 -1.6887  0.4137
H34 -1.7945 6.1937 -1.9485  0.4344
H35 -1.5658 2.5003 -2.5167  -0.0302
H36 -1.2416 4.0812 -3.2390  0.3459
H37 -2.9112 3.5343 -3.0281  0.5285

Atomic forces in eV per Å
-0.1 0.0 0.0
0.0 0.0 0.0
0.0 0.0 0.0
0.0 0.0 0.0
0.0 0.0 0.0
0.0 0.0 0.0
0.0 0.0 0.0
0.0 0.0 0.0
0.0 0.0 0.0
0.0 0.0 0.0
0.0 0.0 0.0
0.0 0.0 0.0
0.0 0.0 0.0
0.0 0.0 0.0
0.0 0.0 0.0
0.0 0.0 0.0
0.0 0.0 0.0
0.0 0.0 0.0
0.0 0.0 0.0
0.0 0.0 0.0
0.0 0.0 0.0
0.0 0.0 0.0
0.0 0.0 0.0
0.0 0.0 0.0
0.0 0.0 0.0
0.0 0.0 0.0
0.0 0.0 0.0
0.0 0.0 0.0
0.0 0.0 0.0
0.0 0.0 0.0
0.0 0.0 0.0
0.0 0.0 0.0
0.0 0.0 0.0
0.0 0.0 0.0
0.0 0.0 0.0
0.0 0.0 0.0
0.0 0.0 0.0
0.0 0.0 0.0
0.0 0.0 0.0
0.0 0.0 0.0
0.0 0.0 0.0
0.0 0.0 0.0
0.0 0.0 0.0
0.0 0.0 0.0
0.0 0.0 0.0
0.0 0.0 0.0
0.0 0.0 0.0
0.0 0.0 0.0
0.0 0.0 0.0
0.0 0.0 0.0
0.0 0.0 0.0
0.0 0.0 0.0
0.0 0.0 0.0
0.0 0.0 0.0
0.0 0.0 0.0
0.0 0.0 0.0
0.0 0.0 0.0
0.0 0.0 0.0
0.0 0.0 0.0
0.0 0.0 0.0
0.0 0.0 0.0
0.0 0.0 0.0
0.0 0.0 0.0
0.0 0.0 0.0
0.0 0.0 0.0
0.0 0.0 0.0
0.0 0.0 0.0
0.0 0.0 0.0
0.0 0.0 0.0
0.0 0.0 0.0
0.0 0.0 0.0
0.0 0.0 0.0
0.0 0.0 0.0
0.0 0.0 0.0
0.0 0.0 0.0

ORCA calculation (wB97M-V/def2-TZVPD) on a molecular structure, C28H37ClN4P2Pt in a non-equilibrium geometry.

## Properties
<S²>: 6.035
Spin multiplicity: 5
Relative energy (zero: lowest compared OMol25 entry of this formula, charge and spin): 14.00 kcal/mol
Net charge: +2
Molar mass: 722.1 g/mol
Kohn-Sham gap (spin up / spin down): 4.73 / 3.92 eV
LUMO (spin up / spin down): -5.64 / -9.52 eV

Last column: Mulliken charge in e.
CARTESIAN COORDINATES (ANGSTROEM)
Pt1 0.7293 -2.3702 0.1160  1.1999
C1 -2.6448 2.7651 -2.1520  -0.4640
C2 -1.3818 3.2001 -2.1852  -0.3168
C3 -0.7436 4.0920 -1.1796  -1.1754
C4 -1.2798 3.9634 0.2772  -1.1846
C5 -1.6579 2.6053 0.8058  0.2470
C6 -2.8016 1.9507 0.5677  -0.4026
C7 -3.9907 2.7344 0.0540  -0.9242
C8 -3.7610 3.3778 -1.3429  -0.9558
C9 0.6144 -3.9557 1.4854  -1.6759
H1 -2.9901 2.0081 -2.8545  0.4446
H2 -0.7881 3.0777 -3.0938  1.1929
H3 -0.8578 5.1468 -1.4899  0.4201
H4 0.3491 3.9318 -1.1811  0.3387
H5 -0.4931 4.3625 0.9365  0.4114
H6 -2.1219 4.6639 0.3793  0.4226
H7 -1.0582 2.3220 1.6740  0.7015
H8 -3.0074 0.9291 0.8992  0.2988
H9 -4.2066 3.5521 0.7749  0.2975
H10 -4.9193 2.1437 0.0235  0.3426
H11 -4.7081 3.2958 -1.9048  0.4291
H12 -3.5791 4.4533 -1.2131  0.2981
H13 0.3929 -4.8312 0.8623  0.5561
H14 -0.1244 -3.8148 2.2866  0.5584
H15 1.6316 -4.0233 1.8930  0.2777
P1 0.6979 -0.8967 1.7758  -0.1369
P2 1.2856 -0.7122 -1.2655  -0.6195
N1 -0.8644 -0.9307 2.5325  0.5490
N2 1.8095 -0.9911 3.0898  0.8094
N3 -0.0167 -0.5076 -2.3901  0.7585
N4 2.6613 -0.8395 -2.2601  0.5993
C10 0.8963 0.7458 1.0608  0.1227
C11 1.4499 0.8523 -0.3756  -0.4765
C12 -1.8373 -1.9158 2.3156  -0.3209
C13 -2.8069 -1.8119 3.2993  -0.7819
C14 -2.4527 -0.6980 4.1219  -0.7721
C15 -1.2701 -0.1738 3.6297  -0.1812
C16 1.9732 -2.1408 3.8826  -0.5177
C17 3.0798 -1.9570 4.6953  -0.7200
C18 3.5957 -0.6516 4.4302  -0.6276
C19 2.7973 -0.0706 3.4677  -0.3538
C20 -1.0401 -1.4567 -2.5286  -0.0994
C21 -1.9797 -0.9646 -3.4129  -0.7041
C22 -1.5169 0.2987 -3.8754  -1.2077
C23 -0.3000 0.5469 -3.2443  0.1696
C24 2.9245 -0.1244 -3.4373  -0.3015
C25 4.0491 -0.6575 -4.0351  -0.6091
C26 4.5345 -1.7121 -3.1902  -0.7658
C27 3.6832 -1.7845 -2.0906  -0.3460
H16 1.4267 1.3877 1.7729  1.1485
H17 -0.1471 1.0628 1.0147  -1.6973
H18 0.8876 1.6129 -0.9339  -0.2251
H19 2.5170 1.1262 -0.3999  0.3868
H20 -1.7296 -2.6129 1.4953  0.6477
H21 -3.6504 -2.4813 3.3982  0.5040
H22 -3.0057 -0.3364 4.9776  0.5272
H23 -0.6786 0.6664 3.9604  0.5333
H24 1.2839 -2.9626 3.7854  0.5089
H25 3.4719 -2.6889 5.3838  0.4552
H26 4.4703 -0.2032 4.8885  0.4576
H27 2.8331 0.9147 3.0178  0.4341
H28 -0.9844 -2.4120 -2.0063  0.2006
H29 -2.8974 -1.4648 -3.7053  0.5019
H30 -2.0277 0.9642 -4.5560  0.6529
H31 0.3752 1.3821 -3.3188  0.5685
H32 2.2979 0.7036 -3.7265  0.2994
H33 4.4862 -0.3415 -4.9747  0.4614
H34 5.3890 -2.3449 -3.3701  0.4628
H35 3.7069 -2.3893 -1.2024  0.4954
Cl1 -0.2863 -4.9465 -1.5472  -0.0883
C28 1.0759 -3.8333 -1.3255  -1.1312
H36 1.9298 -4.4036 -0.9479  0.5684
H37 1.3006 -3.4265 -2.3138  0.5229

Atomic forces in eV per Å
0.4 -1.8 0.3
-0.7 0.2 -0.5
0.0 0.2 -0.4
0.2 0.4 0.5
0.0 0.8 0.3
-0.2 0.1 0.7
-0.5 0.8 0.4
-0.4 0.0 -0.5
-0.2 0.0 0.4
0.1 -0.2 0.4
0.2 0.4 -0.2
-0.1 -0.6 0.2
0.0 -0.3 0.1
-0.4 -0.1 -0.1
-0.3 0.0 -0.2
0.1 -0.2 0.1
0.1 -0.4 -0.7
0.3 0.3 0.4
0.2 -0.5 -0.3
0.5 -0.1 0.0
0.5 0.0 0.0
0.1 -0.3 -0.1
-0.2 0.3 0.5
0.3 -0.4 -0.2
-0.3 -0.1 0.0
2.0 -0.5 -1.3
1.1 -0.7 1.1
-1.0 0.1 1.1
-0.9 0.1 0.5
-0.8 0.4 -1.4
0.0 0.4 -0.5
-0.4 0.5 0.2
0.1 0.2 0.1
1.7 1.0 0.0
-0.3 1.7 1.9
-1.9 -2.0 -0.4
1.0 -0.7 -1.3
0.9 0.5 0.4
-1.0 0.0 -0.8
-0.5 0.2 -0.6
0.4 -0.2 0.3
1.2 0.7 0.2
-0.3 1.6 -1.4
-1.6 -1.7 0.0
0.7 -0.9 1.4
0.6 -0.7 -0.2
-0.6 0.1 0.6
-1.2 0.4 1.0
0.5 0.2 -1.4
-0.2 0.1 -0.4
0.4 0.2 0.0
0.1 0.2 0.3
-0.4 -0.1 0.1
0.1 0.1 -0.1
0.0 0.2 0.1
0.1 0.0 -0.1
0.0 0.0 0.1
0.2 0.0 0.1
0.0 0.1 0.0
-0.3 0.0 -0.1
0.2 -0.3 0.2
-0.1 0.4 -0.1
0.3 0.1 0.0
0.1 -0.1 0.0
-0.1 -0.1 -0.1
0.1 -0.1 -0.1
-0.1 0.0 0.2
0.0 0.1 0.1
0.0 -0.1 0.0
0.1 0.5 0.2
0.2 -0.2 -1.3
-0.1 0.1 0.1
0.1 -0.2 0.2

ORCA calculation (wB97M-V/def2-TZVPD) on a molecular structure, C28H37FMoN9O4PS in a non-equilibrium geometry.

## Properties
Relative energy (zero: lowest compared OMol25 entry of this formula, charge and spin): 11.45 kcal/mol
Net charge: +2
Molar mass: 741.6 g/mol
Kohn-Sham gap (spin up / spin down): 6.00 / 6.05 eV
LUMO (spin up / spin down): -7.26 / -7.22 eV

Last column: Mulliken charge in e.
CARTESIAN COORDINATES (ANGSTROEM)
Mo1 0.0830 -0.0332 -0.1983  -0.1911
C1 1.1533 3.1306 4.0553  -1.4558
N1 0.9681 1.8387 3.3940  0.7186
C2 0.0609 1.5167 2.4943  -0.5655
N2 0.3997 0.3584 1.9195  0.3319
C3 1.5754 0.0271 2.5537  -0.3792
N3 1.9489 0.8999 3.4428  -0.8642
C4 1.9219 4.1071 3.1813  0.9737
C5 2.0042 5.4282 3.6090  -0.9062
C6 2.7710 6.3466 2.9099  -0.7510
C7 3.4780 5.9526 1.7839  -1.0536
C8 3.3839 4.6389 1.3388  0.0927
C9 2.5928 3.7176 2.0286  0.6540
C10 4.2236 4.2342 0.2029  0.0575
N4 5.4129 4.6527 -0.0403  -0.4886
N5 5.8318 4.0001 -1.1943  -0.3986
C11 4.8635 3.2407 -1.5617  0.4392
O1 3.7919 3.3269 -0.7201  0.0537
C12 4.8368 2.3726 -2.7436  -0.0046
C13 6.0520 2.0167 -3.3236  -1.0636
C14 6.0635 1.2103 -4.4465  -0.7172
C15 4.8730 0.7615 -5.0027  -0.9645
C16 3.6576 1.1314 -4.4469  0.6588
C17 2.3756 0.6808 -5.1204  -0.9409
N6 1.3020 0.4609 -4.1400  0.9075
C18 1.3860 -0.1797 -2.9908  -0.6123
N7 0.2544 -0.0037 -2.3159  0.8727
C19 -0.5127 0.7662 -3.1577  -0.7204
N8 0.0928 1.0626 -4.2704  -1.0579
C20 3.6410 1.9360 -3.3078  0.3073
H1 1.7028 2.9374 4.9722  0.3266
H2 0.1719 3.5244 4.3132  0.4727
H3 -0.8451 2.0681 2.3030  0.5658
H4 2.1428 -0.8639 2.3372  0.5583
H5 1.4816 5.7387 4.5084  0.4782
H6 2.8317 7.3710 3.2556  0.4319
H7 4.1169 6.6483 1.2548  0.5383
H8 2.5651 2.6937 1.6709  0.5197
H9 6.9739 2.3768 -2.8844  0.5458
H10 7.0066 0.9202 -4.8911  0.4220
H11 4.8963 0.1294 -5.8839  0.4521
H12 2.5357 -0.2322 -5.6902  0.4323
H13 1.9933 1.4386 -5.7991  0.3547
H14 2.2557 -0.7134 -2.6449  0.6365
H15 -1.5130 1.0861 -2.9253  0.5369
H16 2.7041 2.2492 -2.8572  0.5708
F1 1.9148 0.1569 -0.2382  -0.4581
C21 0.4556 4.5957 -1.4814  -0.9442
S1 -0.2583 3.6141 -0.1840  0.5309
C22 -1.9755 3.9059 -0.5701  -1.1815
O2 0.0378 2.1774 -0.6288  0.1556
H17 0.1238 4.1822 -2.4348  0.4374
H18 1.5375 4.5376 -1.3861  0.0234
H19 0.1204 5.6269 -1.3588  0.5329
H20 -2.1685 4.9660 -0.3968  0.4966
H21 -2.5954 3.3167 0.1043  0.3019
H22 -2.1681 3.6448 -1.6111  0.3521
C23 -1.5442 -4.0378 2.2074  -1.4287
C24 -1.2211 -2.6007 1.7854  -0.4738
P1 -0.1615 -2.4665 0.3022  1.7841
C25 1.3467 -3.4159 0.7085  -0.8369
C26 2.5915 -3.0482 -0.1096  -1.1174
C27 -1.0601 -3.4481 -0.9511  -0.7980
C28 -0.5053 -3.3881 -2.3760  -1.0880
H23 -2.1613 -4.0200 3.1056  0.4312
H24 -0.6421 -4.6048 2.4414  0.3495
H25 -2.1036 -4.5726 1.4404  0.3420
H26 -0.7115 -2.0707 2.5908  0.2519
H27 -2.1398 -2.0518 1.5775  0.2774
H28 1.0934 -4.4661 0.5641  0.5656
H29 1.5337 -3.2731 1.7748  0.5409
H30 2.4726 -3.3182 -1.1601  0.2705
H31 3.4565 -3.5918 0.2680  0.4361
H32 2.8167 -1.9846 -0.0528  0.1181
H33 -2.0960 -3.1033 -0.9303  0.4521
H34 -1.0488 -4.4783 -0.5952  0.5656
H35 -0.5381 -2.3787 -2.7759  0.0600
H36 -1.1050 -4.0218 -3.0286  0.4208
H37 0.5229 -3.7519 -2.4254  0.2977
O3 -3.1299 1.1775 0.9496  -0.1854
N9 -3.0698 0.4328 0.1029  0.1781
O4 -1.7124 -0.0006 -0.1452  -0.4350

Atomic forces in eV per Å
1.0 0.4 0.2
0.1 0.0 -0.2
0.2 0.2 0.2
0.0 -0.3 0.0
0.2 0.2 0.2
-0.2 -0.1 0.0
-0.2 0.1 -0.1
0.0 -0.1 0.0
0.0 0.0 0.0
0.0 0.0 0.0
0.0 0.0 0.0
0.0 -0.1 0.0
0.1 0.0 -0.1
0.1 0.0 0.0
0.0 -0.1 -0.2
-0.1 0.1 0.1
0.1 0.0 0.0
-0.2 -0.1 0.0
-0.1 0.0 0.0
0.1 0.0 0.0
0.1 0.0 0.0
0.1 0.0 -0.1
-0.1 0.0 0.2
0.0 0.1 0.2
0.1 0.1 -0.4
-0.1 0.0 0.1
-0.2 0.1 -0.5
0.1 -0.1 0.1
0.2 -0.1 0.1
0.0 0.0 0.0
0.0 -0.1 0.1
0.0 0.0 0.0
0.1 0.1 0.0
0.0 0.0 0.0
0.0 0.0 -0.1
0.0 -0.1 0.0
0.0 0.0 0.0
0.0 0.0 0.1
0.0 0.0 0.0
0.0 0.0 0.0
0.0 0.0 0.0
0.0 0.0 0.0
-0.1 0.0 0.0
0.0 0.1 0.0
0.0 0.0 0.0
0.0 0.0 0.0
0.2 -0.1 0.0
0.0 0.0 -0.1
0.1 -0.2 0.2
0.0 0.0 -0.1
-0.2 -0.1 -0.1
0.0 0.1 0.0
0.0 0.0 0.0
0.0 0.0 0.0
0.0 0.0 0.0
0.1 0.1 0.0
0.0 0.0 0.0
0.0 0.1 0.0
0.1 -0.2 0.0
-0.1 -0.2 -0.1
0.2 0.3 -0.2
-0.1 -0.1 0.0
0.2 0.2 -0.2
0.0 -0.1 0.1
0.0 0.0 0.0
0.0 0.0 0.0
0.0 0.0 0.0
0.0 0.0 0.0
0.0 0.0 0.0
0.0 -0.1 0.1
0.0 0.0 0.0
0.0 0.0 0.0
0.0 0.0 0.0
0.0 0.0 0.0
0.0 0.0 0.0
-0.1 0.0 0.1
0.0 0.1 0.0
0.0 0.0 0.0
0.0 0.0 0.0
0.1 1.1 1.4
-1.2 -1.1 -1.4
-0.3 -0.1 0.2